No. 1
The following is a quantum chemistry calculation of a structure of composition C35H45N2O2SSb2W, from OMol25.

Output
Kohn-Sham gap	6.705	eV
total charge	+3
relative energy (zero: lowest compared OMol25 entry of this formula, charge and spin)	0.00	kJ/mol
molecular weight	985.18	g/mol
E_tot	-69811.9947	eV
E_HOMO	-15.57	eV
largest force on an atom	0.5	eV/Å

```
88
Properties=species:S:1:pos:R:3:lowdin_charge:R:1
W 0.662 0.653 1.163 1.15
C 0.494 2.275 2.964 -0.19
C 1.635 2.497 2.145 -0.16
C 2.477 1.352 2.260 -0.19
C 1.821 0.412 3.125 -0.18
C 0.608 1.004 3.555 -0.17
H -0.307 2.975 3.140 0.10
H 1.841 3.385 1.567 0.14
H 3.457 1.242 1.824 0.12
H 2.201 -0.555 3.414 0.13
H -0.121 0.554 4.210 0.10
C -0.825 3.796 -0.895 -0.25
Sb -1.498 2.348 0.504 1.44
C -2.547 3.541 1.901 -0.26
C -3.104 1.324 -0.490 -0.27
C -4.085 0.795 0.520 -0.29
C -5.144 1.612 0.915 -0.05
C -6.068 1.199 1.859 -0.04
C -5.951 -0.063 2.425 -0.04
C -4.920 -0.895 2.024 -0.05
C -3.982 -0.489 1.074 -0.29
C -2.926 -1.472 0.658 -0.27
Sb -1.172 -1.358 1.881 1.44
C -1.953 -1.381 3.843 -0.26
C -0.326 -3.289 1.668 -0.26
H -1.649 4.450 -1.175 0.03
H -0.439 3.293 -1.779 0.00
H -0.034 4.393 -0.443 0.02
H -3.417 3.960 1.401 0.03
H -1.906 4.356 2.236 0.03
H -2.877 2.947 2.750 0.03
H -2.659 0.550 -1.114 0.03
H -3.571 2.063 -1.141 0.08
H -5.261 2.585 0.451 0.12
H -6.887 1.848 2.137 0.12
H -6.673 -0.408 3.152 0.12
H -4.857 -1.898 2.429 0.12
H -2.609 -1.369 -0.379 0.03
H -3.277 -2.494 0.805 0.08
H -2.585 -2.262 3.942 0.03
H -2.551 -0.488 4.019 0.03
H -1.139 -1.444 4.562 0.02
H -1.085 -4.049 1.840 0.03
H 0.469 -3.401 2.402 0.01
H 0.085 -3.384 0.666 0.01
C 3.255 -2.425 -1.033 -0.18
S 3.238 -1.083 0.133 1.01
O 1.756 -1.109 0.637 -0.70
C 4.194 -1.744 1.458 -0.42
C 3.764 -2.882 2.138 -0.07
C 4.545 -3.366 3.172 -0.03
C 5.735 -2.724 3.509 -0.02
C 6.153 -1.597 2.818 -0.03
C 5.377 -1.093 1.782 -0.08
H 2.850 -3.312 -0.548 0.07
H 4.288 -2.590 -1.336 0.09
H 2.650 -2.129 -1.888 0.05
H 2.843 -3.378 1.860 0.10
H 4.236 -4.252 3.710 0.12
H 6.342 -3.115 4.314 0.13
H 7.081 -1.111 3.083 0.13
H 5.698 -0.216 1.232 0.12
C 1.108 0.214 -5.529 0.06
N 1.507 0.545 -4.165 -0.02
N 0.652 0.405 -3.102 0.07
C 1.310 0.789 -1.982 -0.37
O 0.703 0.798 -0.829 -0.29
C 2.598 1.174 -2.345 0.06
C 2.676 1.022 -3.726 -0.22
C 3.814 1.298 -4.644 0.02
C -0.721 0.021 -3.264 -0.22
C -1.614 0.916 -3.833 -0.01
C -2.922 0.508 -4.059 -0.04
C -3.323 -0.774 -3.704 -0.04
C -2.419 -1.657 -3.125 -0.06
C -1.106 -1.264 -2.907 -0.02
H 0.430 -0.636 -5.512 0.11
H 2.001 -0.058 -6.085 0.11
H 0.623 1.062 -6.009 0.11
H 3.366 1.553 -1.696 0.13
H 4.627 1.763 -4.093 0.10
H 3.516 1.967 -5.450 0.11
H 4.186 0.376 -5.094 0.11
H -1.291 1.909 -4.121 0.13
H -3.624 1.188 -4.521 0.13
H -4.340 -1.090 -3.895 0.13
H -2.730 -2.662 -2.872 0.12
H -0.379 -1.953 -2.494 0.12
```



No. 2
The following is a quantum chemistry calculation of the ion C5H9N2 with charge +1 at a distorted geometry, from OMol25.

Output
Kohn-Sham gap	8.077	eV
total charge	+1
relative energy (zero: lowest compared OMol25 entry of this formula, charge and spin)	286.60	kJ/mol
molecular weight	97.14	g/mol
E_tot	-8302.7618	eV
E_HOMO	-12.68	eV
largest force on an atom	4.4	eV/Å

```
16
Properties=species:S:1:pos:R:3:lowdin_charge:R:1
C -2.313 -0.703 -0.170 0.02
C -0.903 -0.279 0.115 -0.20
N 0.204 -0.847 -0.209 0.19
C 1.401 -0.124 -0.025 -0.39
N 2.634 -0.557 -0.271 0.12
C 1.049 1.148 0.301 0.01
C -0.486 1.116 0.534 -0.09
H -2.462 -1.130 -1.259 0.15
H -2.887 0.232 -0.156 0.10
H -2.732 -1.461 0.431 0.08
H 0.165 -1.873 -0.336 0.21
H 3.487 0.076 -0.199 0.16
H 2.694 -1.157 -1.129 0.14
H 1.773 2.032 0.581 0.17
H -0.639 1.280 1.567 0.11
H -0.985 2.246 0.224 0.23
```



No. 3
The following is a quantum chemistry calculation of a cluster of 8 separate species, C3H22N2O8S in total, from OMol25.

Output
Kohn-Sham gap	9.565	eV
relative energy (zero: lowest compared OMol25 entry of this formula, charge and spin)	0.00	kJ/mol
molecular weight	246.28	g/mol
E_tot	-33665.6663	eV
E_HOMO	-9.30	eV
largest force on an atom	0.8	eV/Å

```
36
Properties=species:S:1:pos:R:3:lowdin_charge:R:1
N 2.282 1.111 -2.751 0.20
C 1.923 0.187 -1.855 -0.50
O 2.686 -0.718 -1.519 0.03
C 0.510 0.306 -1.283 -0.38
N -0.193 -0.974 -1.323 0.07
C 0.593 0.817 0.153 -0.51
S 1.259 2.493 0.312 0.76
H 1.698 1.903 -2.979 0.12
H 3.209 1.103 -3.107 0.11
H -0.072 0.987 -1.877 0.11
H -0.293 -1.300 -2.287 0.10
H 0.344 -1.685 -0.829 0.05
H 1.225 0.196 0.786 0.06
H -0.396 0.772 0.608 0.07
H 0.262 3.139 -0.299 -0.14
O 2.609 -1.219 3.157 -0.10
H 1.795 -0.885 3.586 -0.01
H 2.352 -1.471 2.250 -0.03
O -1.797 2.898 -2.647 -0.10
H -2.382 3.125 -3.385 0.03
H -2.389 2.453 -1.992 -0.01
O -3.108 -1.009 0.121 -0.08
H -2.512 -1.164 0.895 0.03
H -2.578 -1.319 -0.624 0.03
O -1.100 -1.927 2.010 -0.04
H -0.311 -2.099 1.494 0.03
H -1.348 -2.756 2.453 0.09
O 1.955 -2.243 0.550 -0.08
H 2.309 -1.652 -0.147 0.00
H 2.564 -2.996 0.619 0.08
O 0.062 -0.294 4.024 -0.07
H -0.479 -0.757 3.352 0.01
H -0.041 0.653 3.833 0.06
O -3.254 1.680 -0.567 -0.07
H -3.211 0.736 -0.279 0.01
H -4.173 1.907 -0.451 0.05
```